No. 1
C24H33N3O5S | wB97M-V/def2-TZVPD

Computed properties:
**Orbital gap**: 9.079 eV
**Energy relative to the best compared isomer or geometry (same formula, charge and spin)**: 53.2 kcal/mol
**HOMO**: -8.4 eV
**Structure (SMILES)**: COc1ccc([C@@H](CC(=O)NCCCN2CCOCC2)NS(=O)(=O)c2ccc(C)cc2)cc1

```
! wB97M-V def2-TZVPD RIJCOSX def2/J DEFGRID3
* xyz 0 1
C 2.9181 1.2395 5.7517
H 2.0970 1.8099 6.1971
H 3.8383 1.4550 6.2928
O 3.1569 1.6311 4.4213
C 2.1552 1.4762 3.5101
C 2.4332 1.9150 2.2146
C 1.5035 1.7661 1.2094
C 0.2725 1.1686 1.4698
C -0.0104 0.7630 2.7634
C 0.9134 0.9173 3.7831
H 0.6552 0.5869 4.7764
H -0.9654 0.3079 2.9818
C -0.7036 0.8848 0.3543
N -0.1694 -0.1213 -0.5532
S -0.0643 -1.6910 -0.0265
O -1.2905 -2.0049 0.6465
O 0.2887 -2.4507 -1.1940
C 1.2956 -1.7558 1.1319
C 2.5526 -1.3664 0.7117
C 3.5981 -1.3688 1.6147
C 3.3970 -1.7659 2.9342
C 2.1290 -2.1787 3.3254
C 1.0749 -2.1705 2.4276
H 0.0808 -2.4766 2.7115
H 1.9620 -2.5054 4.3416
C 4.5344 -1.7220 3.9059
H 4.2783 -2.2231 4.8357
H 4.7862 -0.6848 4.1256
H 5.4185 -2.1951 3.4833
H 4.5819 -1.0551 1.2995
H 2.7050 -1.0728 -0.3153
H 0.6912 0.1600 -0.9990
H -1.5975 0.4193 0.7812
C -1.0960 2.1509 -0.4472
C -0.2756 2.2231 -1.7331
O 0.8096 2.7744 -1.7971
N -0.8529 1.5983 -2.7691
H -1.6446 0.9656 -2.6307
C -0.1278 1.3293 -3.9928
H 0.7258 0.6702 -3.7837
C -1.0501 0.6654 -5.0088
H -0.4801 0.4561 -5.9150
H -1.8536 1.3546 -5.2707
C -1.6339 -0.6497 -4.4812
N -2.6021 -0.4289 -3.4124
C -2.7590 -1.5891 -2.5427
C -3.6848 -1.2192 -1.3865
O -4.9496 -0.7936 -1.8469
C -4.8123 0.3024 -2.7151
C -3.9119 -0.0315 -3.9055
H -3.8150 0.8507 -4.5406
H -4.3775 -0.8407 -4.4946
H -5.8188 0.5561 -3.0537
H -4.3852 1.1615 -2.1724
H -3.8549 -2.0813 -0.7430
H -3.2155 -0.4225 -0.7929
H -1.7877 -1.8789 -2.1408
H -3.1904 -2.4413 -3.0935
H -2.0869 -1.2119 -5.3146
H -0.8233 -1.2554 -4.0687
H 0.2704 2.2722 -4.3810
H -2.1553 2.1210 -0.6982
H -0.8940 3.0343 0.1582
H 1.7265 2.1277 0.2165
H 3.3923 2.3685 2.0217
H 2.6974 0.1696 5.8218
*
```



No. 2
C24H33N7O3P | wB97M-V/def2-TZVPD

Computed properties:
**Orbital gap**: 6.525 eV
**HOMO**: -4.3 eV

```
! wB97M-V def2-TZVPD RIJCOSX def2/J DEFGRID3
* xyz -1 1
O 2.1552 2.3751 3.9700
N 2.2290 3.1163 2.6605
P 2.7109 4.6460 2.9379
O 1.6486 5.2395 4.1290
O 4.1860 4.6379 3.7014
H 1.2351 2.3345 4.2173
H 1.0804 5.8293 3.6224
H 4.3887 3.7585 4.0413
N 2.9434 -0.2974 4.3065
C 4.2847 -0.4486 4.1551
C 4.5948 -1.7733 4.3492
C 3.3754 -2.4466 4.6287
C 2.3768 -1.5012 4.5911
H 2.4463 0.5968 4.2142
H 4.9063 0.3967 3.9188
H 5.5792 -2.2070 4.2946
H 3.2450 -3.4981 4.8310
H 1.3145 -1.5907 4.7409
N 1.8614 -3.4538 1.7754
C 1.2049 -2.9977 0.6732
C 0.2935 -3.9545 0.3006
C 0.4093 -5.0296 1.2243
C 1.3851 -4.6839 2.1219
H 2.5875 -2.9575 2.2709
H 1.4378 -2.0371 0.2479
H -0.3822 -3.8883 -0.5370
H -0.1571 -5.9454 1.2296
H 1.7787 -5.2074 2.9750
N 1.6964 -5.1560 -2.4197
C 2.7664 -4.5995 -3.0564
C 2.9020 -5.2151 -4.2733
C 1.8658 -6.1818 -4.3729
C 1.1398 -6.1174 -3.2123
H 1.3671 -4.8959 -1.5021
H 3.3383 -3.8155 -2.5919
H 3.6572 -4.9961 -5.0087
H 1.6753 -6.8454 -5.1993
H 0.2777 -6.6722 -2.8855
N 1.0948 4.6514 -0.5548
C 1.5594 3.3864 -0.7622
C 2.4755 3.4365 -1.7772
C 2.5683 4.7914 -2.1977
C 1.7063 5.5149 -1.4208
H 0.4165 4.9102 0.1349
H 1.2058 2.5653 -0.1648
H 3.0228 2.5970 -2.1703
H 3.1991 5.1883 -2.9752
H 1.4775 6.5659 -1.4084
N -2.9470 3.2402 -0.6416
C -4.1235 3.0976 -1.3270
C -3.8222 2.9865 -2.6581
C -2.4076 3.0625 -2.7768
C -1.8974 3.2189 -1.5161
H -2.8646 3.3445 0.3520
H -5.0673 3.0928 -0.8075
H -4.5335 2.8634 -3.4573
H -1.8300 3.0095 -3.6830
H -0.8821 3.3161 -1.1656
N -6.5967 0.6426 -1.4747
C -7.2639 1.0708 -2.5863
C -8.1688 0.1033 -2.9321
C -8.0419 -0.9503 -1.9867
C -7.0646 -0.5849 -1.1002
H -5.8710 1.1543 -1.0070
H -7.0382 2.0223 -3.0347
H -8.8451 0.1451 -3.7686
H -8.6024 -1.8690 -1.9613
H -6.6635 -1.0916 -0.2404
*
```



No. 3
C24H33NO2 | wB97M-V/def2-TZVPD

Computed properties:
**Orbital gap**: 8.469 eV
**Energy relative to the best compared isomer or geometry (same formula, charge and spin)**: 7.7 kcal/mol
**HOMO**: -7.7 eV
**Structure (SMILES)**: COc1ccc(CC[C@H](C)N2CCC(CO)(Cc3ccccc3)CC2)cc1

```
! wB97M-V def2-TZVPD RIJCOSX def2/J DEFGRID3
* xyz 0 1
C 5.7767 2.8934 0.6665
H 6.3037 3.7147 1.1500
O 5.0283 2.2709 1.6800
C 4.2539 1.1949 1.3487
C 4.1452 0.6515 0.0750
C 3.3232 -0.4415 -0.1386
C 2.5935 -1.0138 0.8918
C 2.7027 -0.4559 2.1602
C 3.5232 0.6269 2.3918
H 3.6155 1.0577 3.3765
H 2.1418 -0.8808 2.9803
C 1.6924 -2.1869 0.6315
H 2.2104 -2.9079 -0.0033
H 1.4450 -2.6773 1.5754
C 0.3994 -1.7315 -0.0557
H -0.0251 -0.9144 0.5303
H 0.6445 -1.3423 -1.0452
C -0.6354 -2.8663 -0.1842
N -1.9587 -2.4780 -0.6366
C -2.9152 -2.0255 0.3430
C -2.9106 -0.5109 0.5972
H -1.9714 -0.2394 1.0799
H -3.7247 -0.2628 1.2829
C -3.0472 0.3054 -0.6939
C -2.0529 -0.2206 -1.7361
C -2.0894 -1.7492 -1.8778
H -1.2989 -2.0656 -2.5586
H -3.0451 -2.0463 -2.3272
H -2.2845 0.2318 -2.7014
H -1.0505 0.0875 -1.4431
C -4.4853 0.2045 -1.2335
O -4.6036 0.9638 -2.4195
H -5.5011 0.8760 -2.7537
H -4.7391 -0.8438 -1.4334
H -5.1823 0.5830 -0.4702
C -2.7853 1.8081 -0.4107
C -1.4096 2.1227 0.0966
C -0.3729 2.4116 -0.7845
C 0.8984 2.6937 -0.3173
C 1.1545 2.7025 1.0424
C 0.1307 2.4238 1.9303
C -1.1394 2.1400 1.4607
H -1.9369 1.9442 2.1642
H 0.3219 2.4340 2.9936
H 2.1417 2.9330 1.4109
H 1.6909 2.9148 -1.0177
H -0.5700 2.4299 -1.8470
H -3.5230 2.1426 0.3231
H -2.9638 2.3445 -1.3437
H -2.7323 -2.5496 1.2842
H -3.9095 -2.3272 -0.0112
C -0.1127 -3.9848 -1.0949
H 0.2704 -3.5850 -2.0304
H -0.9226 -4.6737 -1.3185
H 0.6848 -4.5355 -0.6049
H -0.7832 -3.2975 0.8139
H 3.2565 -0.8586 -1.1335
H 4.6953 1.0643 -0.7563
H 6.5066 2.2071 0.2244
H 5.1314 3.2941 -0.1226
*
```



No. 4
C24H34AsNO8P2PdSi | wB97M-V/def2-TZVPD

Computed properties:
**Orbital gap**: 7.260 eV
**Energy relative to the best compared isomer or geometry (same formula, charge and spin)**: 0.0 kcal/mol
**HOMO**: -2.8 eV

```
! wB97M-V def2-TZVPD RIJCOSX def2/J DEFGRID3
* xyz -2 1
Pd 1.7731 0.7917 0.6345
O 5.7976 1.9091 0.1918
P 4.8626 0.7071 0.7312
O 5.6878 -0.3114 1.4037
O 3.6660 1.2899 1.4591
O 4.2580 0.1246 -0.6579
P 3.4900 1.0375 -1.7852
O 2.6624 -0.1538 -2.4979
O 4.5011 1.6621 -2.6728
O 2.4984 1.9512 -1.0891
H 5.5411 2.1844 -0.7043
H 2.5926 -0.8908 -1.8672
C -3.1102 -2.2283 3.4185
As -2.4717 -1.0337 1.9722
C -1.5835 0.2260 3.1711
C -4.1417 -0.0032 1.8041
O -0.2706 0.9755 0.1860
H -3.6296 -1.6627 4.1960
H -2.2511 -2.7358 3.8598
H -3.7864 -2.9808 3.0089
H -2.3187 0.7039 3.8231
H -1.0747 0.9681 2.5566
H -0.8386 -0.3018 3.7671
H -4.5300 0.2383 2.7963
H -4.8869 -0.5677 1.2439
H -3.9349 0.9169 1.2581
C 3.0878 -3.2749 0.2675
N 2.0721 -2.4874 -0.4008
C 1.7120 -3.0862 -1.6713
C 0.8597 -2.3216 0.4120
C 1.1097 -1.8152 1.8107
C 1.0119 -2.7271 2.8637
C 1.3155 -2.3668 4.1668
C 1.7584 -1.0734 4.4161
C 1.8604 -0.1604 3.3786
C 1.5048 -0.4936 2.0688
H 3.9603 -3.3666 -0.3823
H 2.7276 -4.2928 0.5161
H 3.4008 -2.7817 1.1867
H 2.5979 -3.1897 -2.3023
H 0.9947 -2.4530 -2.1889
H 1.2649 -4.0913 -1.5408
H 0.3372 -3.2960 0.4940
H 0.1963 -1.6432 -0.1206
H 0.7022 -3.7459 2.6437
H 1.2344 -3.0911 4.9695
H 2.0365 -0.7783 5.4230
H 2.2389 0.8359 3.5720
C -5.5071 1.2348 -1.6342
C -4.7252 2.3449 -1.3350
C -3.3467 2.2166 -1.2337
C -2.7096 0.9850 -1.4139
C -3.5163 -0.1132 -1.7131
C -4.8975 0.0033 -1.8268
Si -0.8127 0.8236 -1.3050
C -0.2026 2.1270 -2.5237
C 0.2018 3.3892 -2.0899
C 0.5621 4.3776 -2.9942
C 0.5339 4.1171 -4.3584
C 0.1493 2.8622 -4.8097
C -0.2164 1.8817 -3.8956
H -6.5839 1.3311 -1.7160
H -5.1924 3.3122 -1.1858
H -2.7478 3.0956 -1.0164
H -3.0516 -1.0842 -1.8560
H -5.4987 -0.8693 -2.0585
H -0.5850 -0.4967 -1.9710
H 0.2796 3.5778 -1.0241
H 0.8961 5.3442 -2.6338
H 0.8357 4.8818 -5.0653
H 0.1508 2.6427 -5.8715
H -0.5019 0.8985 -4.2580
*
```



No. 5
C24H34BN2O8 | wB97M-V/def2-TZVPD

Computed properties:
**Orbital gap**: 6.280 eV
**HOMO**: -4.5 eV

```
! wB97M-V def2-TZVPD RIJCOSX def2/J DEFGRID3
* xyz -1 1
C -2.8809 -4.1364 3.0467
C -4.0383 -4.3885 2.1114
O -5.1722 -4.2780 2.4386
O -3.7535 -4.6824 0.8223
C -2.6648 -5.5431 0.4707
C -2.3861 -5.4025 -1.0162
C -2.3525 -3.9377 -1.4593
C -1.3772 -3.0916 -0.6341
C 0.0378 -3.6861 -0.5500
C 1.1762 -2.6510 -0.4941
C 1.6639 -2.3767 0.9334
C 0.5918 -1.8983 1.9107
C -0.1080 -0.5935 1.5533
C 0.8378 0.6203 1.3098
O 0.4601 1.6158 2.2160
B -0.9688 1.2846 2.4955
O -0.9045 -0.2026 2.6458
H -1.9327 -3.9741 2.5388
H -2.7773 -4.9791 3.7357
H -3.1208 -3.2368 3.6141
H -2.9613 -6.5686 0.7218
H -1.7630 -5.3087 1.0436
H -1.4000 -5.8422 -1.2004
H -3.1219 -5.9759 -1.5886
H -3.3599 -3.5176 -1.3939
H -2.0488 -3.8913 -2.5128
H -1.3157 -2.0860 -1.0631
H -1.8051 -2.9503 0.3651
H 0.1302 -4.3106 0.3492
H 0.1925 -4.3246 -1.4293
H 0.8603 -1.7165 -0.9722
H 2.0288 -3.0322 -1.0659
H 2.4681 -1.6343 0.8892
H 2.1160 -3.2994 1.3238
H -0.1767 -2.6765 2.0266
H 1.0373 -1.7377 2.8995
H -0.7986 -0.7097 0.6988
H 0.6989 0.9835 0.2734
H 1.8990 0.3638 1.4475
H -1.6742 1.5655 1.4678
H -1.4148 1.8621 3.4788
C 4.1801 5.4349 -1.3532
C 2.9208 4.9390 -1.0508
C 2.6795 3.5797 -1.0759
C 3.7172 2.7314 -1.3947
C 4.9988 3.1848 -1.6475
C 5.2211 4.5553 -1.6368
N 3.4154 1.2881 -1.4405
O 2.2388 0.9889 -1.4394
O 4.3443 0.5062 -1.5165
H 4.3575 6.5023 -1.3495
H 2.1092 5.6072 -0.7917
H 1.7104 3.1750 -0.8319
H 5.7856 2.4807 -1.8744
H 6.2099 4.9362 -1.8556
C -1.7742 3.4954 0.5025
C -0.9453 2.7559 -0.3298
C -0.3928 3.3447 -1.4570
C -0.6740 4.6780 -1.7138
C -1.5023 5.4334 -0.9037
C -2.0586 4.8246 0.2115
N -0.0059 5.3273 -2.8619
O 0.7243 4.6269 -3.5352
O -0.1606 6.5253 -3.0202
H -2.1875 3.0340 1.3892
H -0.7107 1.7271 -0.0900
H 0.2671 2.7938 -2.1103
H -1.6880 6.4711 -1.1377
H -2.7010 5.3977 0.8667
*
```



No. 6
C24H34BaN9O4Te | wB97M-V/def2-TZVPD

Computed properties:
**Orbital gap**: 7.184 eV
**Energy relative to the best compared isomer or geometry (same formula, charge and spin)**: 0.0 kcal/mol
**HOMO**: -5.0 eV

```
! wB97M-V def2-TZVPD RIJCOSX def2/J DEFGRID3
* xyz -1 1
Ba 1.0314 0.7788 -0.3739
N 3.7031 0.9812 -4.1365
C 2.3978 1.6345 -4.1003
C 1.9034 1.9987 -2.6891
O 2.7739 1.9325 -1.7544
N 0.6754 2.3325 -2.4096
C -0.4444 2.0758 -3.2800
C -1.3414 0.9119 -2.7774
O -2.4708 0.8172 -3.2674
O -0.8290 0.1173 -1.9132
H 4.2872 1.4690 -3.4629
H 3.6092 0.0532 -3.7363
H 1.6708 1.0071 -4.6174
H 2.4527 2.5644 -4.6745
H -0.1879 1.8368 -4.3201
H -1.0905 2.9556 -3.3244
O 1.6415 -0.7955 3.7333
C 1.9529 -0.1663 2.6996
N 2.1538 -0.6164 1.4799
C 1.9887 -2.0384 1.2856
C 2.3473 -2.4769 -0.1154
C 3.0219 -3.6785 -0.3252
C 3.2745 -4.1009 -1.6181
C 2.8443 -3.3186 -2.6791
C 2.1831 -2.1402 -2.3841
N 1.9496 -1.7227 -1.1440
C 2.1882 1.3360 2.8627
C 2.8379 1.7617 4.0203
C 3.0957 3.1073 4.1928
C 2.6780 4.0025 3.2161
C 2.0109 3.4983 2.1156
N 1.7607 2.2009 1.9375
H 0.9448 -2.3554 1.4570
H 2.5756 -2.6172 2.0094
H 3.3421 -4.2673 0.5243
H 3.8011 -5.0303 -1.7972
H 3.0098 -3.6125 -3.7063
H 1.8017 -1.5011 -3.1751
H 3.1172 1.0206 4.7554
H 3.6149 3.4599 5.0757
H 2.8611 5.0646 3.3055
H 1.6550 4.1593 1.3315
C -1.3492 1.5001 2.7460
N -1.4843 1.0326 1.3600
C -1.9811 -0.3522 1.3902
N -3.2645 -0.4561 2.0890
C -3.0888 0.0538 3.4489
N -2.6243 1.4452 3.4695
C -3.5983 2.2575 2.7374
N -3.7889 1.8076 1.3582
C -2.4914 1.8575 0.6766
C -4.2222 0.4056 1.3913
H -0.9872 2.5308 2.7402
H -0.6196 0.8742 3.2651
H -1.2437 -0.9778 1.9026
H -2.1012 -0.7016 0.3645
H -2.3571 -0.5672 3.9697
H -4.0446 -0.0060 3.9763
H -3.2545 3.2950 2.7267
H -4.5579 2.2122 3.2593
H -2.1424 2.8931 0.6473
H -2.6087 1.4929 -0.3461
H -4.3379 0.0481 0.3666
H -5.1872 0.3474 1.9015
C -2.2864 -4.9683 -1.6848
Te -1.6838 -2.9046 -1.6605
C -2.4778 -2.5068 -3.5933
H -1.7685 -5.5175 -2.4690
H -3.3623 -5.0493 -1.8292
H -2.0277 -5.4031 -0.7199
H -3.4998 -2.8780 -3.6388
H -1.8702 -2.9808 -4.3611
H -2.4817 -1.4238 -3.7048
*
```



No. 7
C24H34F5InN2O3PS2Te | wB97M-V/def2-TZVPD

Computed properties:
**Orbital gap (alpha / beta)**: 6.126 / 7.927 eV
**<S²>**: 0.757
**HOMO (alpha / beta)**: -6.9 / -8.7 eV

```
! wB97M-V def2-TZVPD RIJCOSX def2/J DEFGRID3
* xyz 0 2
In -0.0611 -0.1848 -0.3788
C -5.3803 1.8814 1.0453
C -5.1819 1.3181 -0.3401
O -4.3491 0.1348 -0.2401
P -2.9767 0.0628 -1.0261
S -2.1054 -1.6394 -0.4071
S -1.8212 1.6736 -0.7486
O -3.3337 0.0442 -2.5641
C -4.1054 -1.0485 -3.1366
C -3.3237 -1.6452 -4.2782
H -6.0763 2.7205 1.0121
H -4.4298 2.2256 1.4533
H -5.7833 1.1186 1.7110
H -4.7073 2.0474 -1.0005
H -6.1193 1.0006 -0.7961
H -5.0499 -0.6116 -3.4608
H -4.3140 -1.7919 -2.3637
H -3.1049 -0.8865 -5.0290
H -3.9052 -2.4412 -4.7458
H -2.3823 -2.0601 -3.9236
C -0.5426 -2.4176 2.7994
C -1.2626 -1.1470 3.1500
C -2.3748 -1.1629 3.9834
C -3.0111 0.0148 4.3399
C -2.5230 1.2288 3.8847
C -1.4090 1.2856 3.0544
C -0.8406 2.6065 2.6199
C -0.8012 0.0842 2.6746
N 0.2754 0.1001 1.7476
C 1.5361 0.3106 2.1211
C 1.9176 0.5480 3.5514
C 2.5210 0.3128 1.1052
C 3.9517 0.5829 1.4713
N 2.1192 0.0920 -0.1477
C 3.0889 0.0782 -1.1872
C 3.9384 -1.0160 -1.3724
C 3.9276 -2.2174 -0.4609
C 4.9583 -0.9062 -2.3191
C 5.1648 0.2677 -3.0166
C 4.3275 1.3532 -2.8023
C 3.2735 1.2689 -1.9070
C 2.3848 2.4522 -1.6476
H -1.0562 -3.2801 3.2215
H 0.4803 -2.4092 3.1841
H -0.4717 -2.5642 1.7205
H -2.7440 -2.1118 4.3529
H -3.8801 -0.0126 4.9847
H -3.0061 2.1527 4.1807
H -1.5181 3.4202 2.8768
H -0.6620 2.6352 1.5459
H 0.1154 2.8013 3.1130
H 1.0617 0.4241 4.2117
H 2.3112 1.5578 3.6926
H 2.6984 -0.1457 3.8692
H 4.0337 1.5044 2.0506
H 4.5804 0.6802 0.5900
H 4.3596 -0.2214 2.0888
H 3.1161 -2.1800 0.2604
H 4.8751 -2.2691 0.0792
H 3.8228 -3.1396 -1.0343
H 5.6138 -1.7552 -2.4746
H 5.9808 0.3436 -3.7232
H 4.4871 2.2755 -3.3475
H 2.6839 3.2983 -2.2645
H 2.4236 2.7600 -0.6001
H 1.3441 2.2135 -1.8836
F -0.2966 -2.7956 -3.1360
Te 1.1031 -1.5360 -3.2705
F 2.2008 -2.9863 -3.6009
F 0.3634 -1.4979 -4.9835
F 1.2408 -2.1613 -1.4412
F 2.4129 -0.5271 -4.1162
O 0.2161 -0.1115 -2.5712
*
```



no.,M (g/mol)
1,475.6
2,498.5
3,367.5
4,735.9
5,489.4
6,777.5
7,831.1